(1)
DFT (ωB97M-V with the def2-TZVPD basis set) results for 9 unconnected molecules or ions with the total composition C18H36Cl18 in a non-equilibrium geometry.

CARTESIAN COORDINATES (ANGSTROEM)
1 C -2.571 2.190 -1.969
2 H 0.684 -5.675 -2.547
3 Cl -1.763 0.338 1.406
4 Cl -7.421 3.025 2.442
5 H -0.652 5.216 3.663
6 H 1.704 1.261 -3.339
7 H -1.364 2.635 -0.211
8 H 1.733 2.935 -3.139
9 H -3.928 -0.580 -0.304
10 H 1.638 -5.965 -0.996
11 C -5.980 2.161 3.014
12 H 0.377 1.136 1.610
13 H 4.814 -3.236 4.161
14 Cl 0.165 2.307 -4.826
15 H 2.839 -2.570 3.120
16 C -5.261 -2.250 -0.934
17 Cl -3.635 2.949 -3.161
18 H -2.763 3.732 -0.572
19 H 5.165 -1.057 -2.695
20 Cl 3.563 -6.349 -3.025
21 Cl 5.627 -1.285 5.170
22 H 5.289 -2.075 2.952
23 H 2.777 -1.803 4.767
24 C 0.468 -0.670 0.299
25 H 0.679 3.862 5.284
26 H 2.843 1.520 -5.684
27 H 0.967 5.333 3.311
28 H 3.270 -0.589 -1.109
29 H -0.168 -1.536 0.145
30 H -5.374 -3.292 -0.663
31 Cl -4.890 2.355 0.549
32 Cl -2.601 -2.274 -1.273
33 C 3.503 -1.614 -1.378
34 H -3.797 -2.094 0.643
35 C 3.276 -1.849 3.808
36 H -3.154 1.423 -1.460
37 Cl 0.431 0.322 -1.163
38 Cl 3.216 -1.157 -3.967
39 H 4.625 -2.716 -2.906
40 Cl -0.985 2.430 4.491
41 H 1.315 2.837 4.082
42 Cl 3.060 -0.223 3.079
43 C 4.298 -1.709 -2.664
44 Cl -0.789 4.221 -1.807
45 H 2.588 -2.198 -1.408
46 H -1.809 1.625 -2.506
47 C 2.881 2.206 -4.844
48 H -6.267 1.518 3.846
49 H -5.317 -2.048 -1.997
50 H 0.206 -0.504 2.369
51 C -5.363 1.300 1.909
52 H -6.073 0.538 1.611
53 Cl 0.568 -3.871 -1.134
54 H 3.765 1.995 -4.244
55 H -5.333 2.935 3.416
56 Cl 3.099 3.799 -5.633
57 C -3.989 -1.663 -0.336
58 C 4.754 -2.179 3.889
59 Cl -6.701 -1.469 -0.174
60 H 1.511 -0.956 0.418
61 Cl 4.402 -2.354 0.012
62 C 0.171 4.578 3.335
63 H 2.536 -4.219 -3.359
64 C 1.682 2.181 -3.926
65 Cl -0.050 4.088 1.660
66 C 1.394 -5.302 -1.817
67 C -0.007 0.127 1.508
68 C 0.459 3.477 4.286
69 C 2.676 -4.877 -2.503
70 H -4.423 0.852 2.221
71 H 3.348 -4.341 -1.832
72 C -1.940 3.145 -0.971

Forces on the atoms, in the same order (eV/Å):
0.76 -1.11 0.19
0.10 -0.56 0.17
-0.60 0.04 0.09
-0.30 -0.09 0.00
-0.46 -0.63 -0.11
-0.18 -0.28 -0.49
-0.27 -0.24 0.12
-0.10 0.45 -0.46
-0.24 0.04 -0.13
-0.31 -0.26 -0.09
0.26 -0.35 0.14
0.46 -0.15 -0.04
0.10 0.07 0.09
-0.16 -0.05 0.13
-0.29 0.03 0.12
-0.11 0.76 0.59
-0.04 0.24 0.02
0.40 0.29 0.39
0.01 0.02 0.25
-0.16 0.21 -0.06
-0.17 0.02 -0.26
-0.15 0.37 -0.09
0.06 -0.30 0.09
0.28 0.65 0.42
-0.23 0.31 -0.12
-0.27 -0.33 0.24
0.39 -0.54 0.10
0.08 0.05 -0.06
0.01 -0.03 0.00
0.25 -0.17 -0.41
-0.19 -0.26 -0.27
0.25 0.02 -0.40
0.20 -0.39 0.41
-0.33 0.38 0.23
0.78 0.52 -0.62
-0.14 0.26 0.23
-0.13 0.20 -0.50
-0.13 -0.05 -0.25
-0.11 -0.08 0.12
0.12 -0.12 -0.07
-0.17 0.02 -0.64
-0.12 0.10 -0.06
0.00 0.16 0.07
0.08 0.24 0.03
-0.06 0.17 -0.32
0.05 0.29 -0.18
0.18 0.35 0.12
-0.14 -0.02 -0.08
-0.05 -0.22 -0.07
-0.05 0.36 0.27
0.06 0.92 0.61
0.05 0.06 -0.38
0.03 0.15 0.16
0.09 0.10 -0.13
0.34 -0.14 -0.25
0.07 0.12 0.17
0.06 -0.83 0.23
-0.18 -0.77 0.70
0.12 0.04 -0.08
-0.06 -0.16 0.25
0.09 0.17 -0.25
0.53 1.69 0.01
-0.29 -0.25 -0.15
0.36 -0.32 0.38
-0.15 -0.22 -0.23
0.26 0.63 -0.39
-0.02 -0.83 -0.32
0.06 -0.53 1.10
0.50 0.19 0.12
-0.14 -0.14 0.35
-0.15 -0.24 0.23
-0.75 0.02 -0.98

Results
SMILES   ClCCCl.ClCCCl.ClCCCl.ClCCCl.ClCCCl.ClCCCl.ClCCCl.ClCCCl.ClCCCl
Largest force on an atom   0.034 Eh/bohr
Net charge   0

Here is what Löwdin gives for the atomic charges, in e: -0.735, 0.072, 0.617, 0.543, 0.078, -0.014, -0.030, 0.058, 0.017, 0.070, -0.663, 0.030, 0.073, 0.568, 0.068, -0.616, 0.561, 0.034, 0.075, 0.560, 0.538, 0.042, 0.068, -0.665, 0.075, 0.050, 0.077, 0.053, -0.004, 0.064, 0.604, 0.567, -0.671, 0.061, -0.620, 0.016, 0.648, 0.624, 0.059, 0.532, 0.066, 0.554, -0.624, 0.544, -0.015, 0.017, -0.689, 0.072, 0.066, 0.053, -0.636, 0.019, 0.594, 0.062, 0.063, 0.531, -0.673, -0.676, 0.555, 0.031, 0.557, -0.688, 0.064, -0.715, 0.621, -0.617, -0.655, -0.639, -0.670, 0.028, 0.024, -0.708

=====

(2)
DFT (ωB97M-V with the def2-TZVPD basis set) results for 9 unconnected molecules or ions with the total composition C18H36Cl18 in a non-equilibrium geometry.

CARTESIAN COORDINATES (ANGSTROEM)
1 C -1.229 -6.173 0.368
2 H 0.595 -7.304 -0.005
3 H 3.353 -2.984 -5.296
4 Cl 2.577 4.267 -1.961
5 H 2.263 -0.656 -6.932
6 H 2.170 -3.164 -6.648
7 Cl -0.657 4.484 -1.387
8 H 5.695 -0.369 0.399
9 H -1.003 4.192 7.241
10 H -4.950 -4.603 -4.211
11 C 3.424 4.188 4.362
12 C 1.328 4.235 -3.269
13 H -1.575 1.019 0.434
14 H 3.864 3.682 6.492
15 Cl 4.386 -2.677 -7.381
16 H 6.426 -1.238 1.734
17 H 1.007 3.202 -3.402
18 H -7.966 0.033 -0.773
19 Cl -8.853 -1.324 1.857
20 Cl 5.071 -2.684 0.463
21 C -1.017 0.326 1.064
22 Cl -0.060 -7.692 2.269
23 H 7.989 -2.448 0.057
24 Cl -1.862 4.697 5.099
25 C 0.118 -6.760 0.810
26 C 6.192 -1.300 0.672
27 C -7.101 -0.306 -0.203
28 C 2.987 -2.572 -6.236
29 H 5.288 3.953 5.540
30 H -0.692 5.047 -3.643
31 Cl -2.049 -1.051 1.508
32 H 0.760 -5.953 1.163
33 C -1.919 4.652 6.871
34 Cl -6.484 -1.879 -0.675
35 H -0.775 0.779 2.025
36 Cl -0.335 -1.053 -1.199
37 Cl 8.353 -0.095 -0.177
38 H 0.566 -1.099 1.010
39 C 0.217 -0.311 0.343
40 C 4.264 4.297 5.685
41 H -1.711 -5.642 1.188
42 H 3.900 4.804 3.599
43 C 7.406 -1.574 -0.233
44 H -1.036 -5.531 -0.492
45 H -3.153 6.453 7.179
46 H -3.414 -2.680 -4.251
47 C -7.352 -0.361 1.304
48 H 1.030 0.387 0.143
49 C -4.161 -4.583 -4.963
50 H -3.376 -5.164 -4.480
51 H 1.622 -1.141 -5.282
52 H -6.348 0.454 -0.408
53 H -6.511 -0.809 1.833
54 H 0.357 6.099 -2.713
55 Cl 4.304 6.056 6.200
56 H 7.218 -1.815 -1.279
57 Cl -2.400 -7.349 -0.213
58 C -2.201 6.029 7.499
59 C 2.474 -1.105 -5.961
60 H 1.775 4.621 -4.185
61 H -2.723 3.968 7.145
62 C 0.100 5.056 -2.894
63 Cl -4.704 -5.474 -6.380
64 Cl -2.248 -3.008 -6.213
65 Cl 3.692 -0.233 -5.070
66 H 2.384 4.457 4.549
67 Cl 3.407 2.530 3.655
68 C -3.708 -3.046 -5.234
69 Cl -0.791 7.113 7.244
70 H -7.481 0.638 1.722
71 H -4.478 -2.396 -5.652
72 H -2.237 5.890 8.580

Forces on the atoms, in the same order (eV/Å):
0.79 0.30 -0.05
-0.04 -0.19 0.27
-0.18 -0.13 -0.15
-0.39 0.03 -0.56
-0.11 0.34 0.33
0.17 -0.02 0.01
-0.11 -0.18 0.11
-0.06 -0.25 -0.21
0.09 0.38 -0.10
-0.32 0.32 -0.29
0.77 0.13 0.86
-0.56 -0.04 0.35
0.09 -0.15 0.04
-0.29 0.35 -0.04
-0.63 0.27 0.33
0.33 -0.13 -0.22
0.34 -0.01 -0.03
-0.18 -0.61 0.04
1.16 0.72 -0.74
-0.24 0.09 0.11
0.90 -0.61 -0.39
-0.13 -1.08 0.68
0.11 0.30 0.70
0.06 0.05 -0.11
-0.55 1.00 -0.27
0.15 -0.61 -0.66
-0.29 0.46 1.08
-0.23 1.00 0.41
-0.03 0.33 -0.20
0.30 -0.28 -0.19
-0.69 -0.10 0.15
0.00 0.23 -0.64
-0.52 0.23 0.51
0.04 -0.40 -0.73
0.36 0.18 -0.31
0.38 0.19 0.21
0.78 0.40 -0.05
0.16 -0.05 -0.33
-0.95 0.50 0.73
-0.40 -0.08 -0.82
0.21 0.12 -0.16
-0.33 0.12 0.17
-0.31 -0.29 0.26
-0.05 0.29 0.26
0.38 0.20 -0.30
-0.16 0.14 -0.04
-0.63 0.15 0.51
-0.25 0.06 -0.12
0.27 1.78 0.43
0.40 0.32 -0.41
-0.22 -0.15 -0.48
0.28 -0.18 0.21
-0.12 -0.12 -0.23
0.12 -0.08 -0.03
-0.07 -1.12 -0.28
-0.77 0.51 0.07
-0.23 -0.63 -0.10
0.79 -0.99 0.22
0.50 -2.05 -0.65
0.03 -0.05 0.14
-0.13 0.11 -0.06
0.27 0.56 0.23
-0.04 0.09 -0.25
0.25 0.11 -0.45
0.67 0.75 0.22
0.21 0.13 -0.14
0.11 0.14 0.44
-0.43 -2.36 1.17
-0.51 0.05 -0.15
-0.23 -0.02 -0.15
0.04 -0.39 -0.13
-0.13 -0.03 -0.03

Results
SMILES   ClCCCl.ClCCCl.ClCCCl.ClCCCl.ClCCCl.ClCCCl.ClCCCl.ClCCCl.ClCCCl
Largest force on an atom   0.052 Eh/bohr
Net charge   0

Here is what Löwdin gives for the atomic charges, in e: -0.691, 0.077, 0.053, 0.505, 0.069, 0.064, 0.517, 0.062, 0.066, 0.059, -0.641, -0.629, 0.063, 0.064, 0.499, 0.068, 0.065, 0.076, 0.454, 0.521, -0.634, 0.569, 0.071, 0.527, -0.689, -0.663, -0.672, -0.631, 0.061, 0.070, 0.522, 0.062, -0.681, 0.561, 0.064, 0.498, 0.570, 0.053, -0.639, -0.600, 0.065, 0.058, -0.694, 0.064, 0.075, 0.055, -0.609, 0.070, -0.667, 0.058, 0.062, 0.072, 0.054, 0.064, 0.498, 0.066, 0.545, -0.637, -0.669, 0.073, 0.066, -0.664, 0.537, 0.527, 0.556, 0.060, 0.498, -0.636, 0.520, 0.063, 0.067, 0.064

=====

Results for HOMO-LUMO gap: 10.263 10.805 (in eV, following the order of the records).
Results for E_tot: -8990.9404 -8990.8793 (in Ha, following the order of the records).
Results for energy relative to the best compared isomer or geometry (same formula, charge and spin): 0.486 2.149 (in eV, following the order of the records).